The following is a DFT calculation (ωB97M-V with the def2-TZVPD basis set) of 2 unconnected molecules or ions with the total composition C3H12N2O.

Geometry as XYZ:
```
18
Properties=species:S:1:pos:R:3:forces:R:3
C 0.3384 -0.0076 -0.1151 -1.7473 -0.3815 0.2564
H -0.6342 1.7843 -2.7124 0.4672 -0.1157 -0.8113
H 0.2872 -0.5978 2.3546 0.0174 0.2249 0.2088
H -2.5509 -2.5818 0.3311 0.0232 -0.3474 -1.2866
H 0.8228 0.8400 -2.4656 -0.3077 -0.1544 -0.4166
N 0.0387 1.3520 -2.1117 -0.4497 0.8788 1.8727
C 1.0153 0.7711 1.0159 1.2345 -1.0781 1.4793
H -1.0324 -2.8871 -0.3903 -0.9583 -0.2595 -0.9991
H 0.7545 1.8175 1.2233 -0.1565 -0.1929 -1.0928
H 1.8352 -0.2970 2.6319 0.2124 0.0922 -0.1796
N 0.9726 0.1559 2.3696 -0.9037 -0.7204 -0.0666
C -0.6568 0.7973 -0.9005 -0.4280 2.1071 -2.6379
H 2.0584 0.6432 0.7136 0.1293 1.1533 0.2901
H -0.2494 -0.9202 0.0991 0.9077 0.2973 0.9662
O -1.6008 -2.6582 0.3331 0.8385 0.4493 2.2753
H -1.5981 0.3928 -1.4027 0.9614 -0.6662 1.6841
H -0.9916 1.6618 -0.2680 0.1543 -0.6524 -0.5010
H 1.1909 -0.2662 -0.7058 0.0054 -0.6344 -1.0415
```
Forces are in eV/Å.

LUMO level, eV: 0.74
Orbital gap, eV: 9.3
SMILES string: NCCCN.O
Energy relative to the best compared isomer or geometry (same formula, charge and spin), kcal/mol: 42.35

***

The following is a DFT calculation (ωB97M-V with the def2-TZVPD basis set) of a molecular structure, C23H44BrCsF8LiN3Na2O7Si2.

Geometry as XYZ:
```
92
Properties=species:S:1:pos:R:3:forces:R:3
C -5.1005 4.9100 -2.8781 0.4697 -0.0947 0.0805
H 3.9403 -1.7270 1.1462 -0.3923 -0.8983 -0.4876
C -2.4259 4.2832 3.2796 0.2224 0.3881 -0.1064
F -6.5569 4.3554 -4.6694 0.1735 0.0049 -0.2179
F -4.4399 5.9112 -3.4859 -0.0128 -0.1024 -0.2039
H 6.0873 -6.4093 0.0639 -0.0371 -0.0143 0.0478
C 5.8876 -5.5343 -0.5551 -0.0275 0.2728 -0.0074
C 5.5273 -9.0881 -2.2813 -0.1207 -0.0629 0.0605
N 3.5983 -1.1055 0.4160 -0.2670 0.5947 0.2023
C -3.8737 3.9057 3.5370 0.1608 0.1753 -0.0625
Si 2.3344 -0.1137 1.0839 0.4605 -0.9742 0.2761
C 5.9879 -10.3672 -2.5571 -0.0099 0.0176 0.0046
O 1.4889 0.6766 -0.0893 0.0993 0.4385 0.8693
H -3.9487 3.0671 4.2134 -0.1032 -0.3428 0.2264
H 4.9423 -3.6097 -0.3919 -0.1383 0.0826 -0.2128
C 5.0992 -4.4971 0.2319 0.2662 -0.3379 0.4270
H 5.3723 -11.2293 -2.3415 -0.0183 -0.0021 0.0126
F -7.1353 5.9830 -3.3293 0.0190 -0.0143 0.0175
H -2.1465 2.8135 5.3310 -0.1645 0.2776 0.3390
C -3.3697 3.0131 -5.1573 -0.4881 0.0065 0.2538
H 6.8551 -5.1264 -0.8552 0.0105 -0.0008 -0.0088
O -4.2980 -1.7134 0.3558 0.1768 0.2807 -0.3910
H 1.5203 3.1654 -0.1458 -0.1272 0.2482 0.2245
O 5.8380 -4.0580 1.3658 -0.7200 -0.1356 -0.3105
H 5.3556 -5.8549 -1.4475 -0.0190 -0.0287 -0.0331
C 7.9940 -9.3654 -3.3606 -0.0064 0.0179 0.0097
H 3.8898 -5.9082 1.3170 0.0509 -0.0299 -0.0072
H -2.0952 2.3172 2.4956 0.0330 3.1751 0.6395
O -6.7356 0.2751 -1.1894 0.0943 -0.0095 0.3611
H -2.7982 0.6352 -0.5883 -0.4235 0.5939 -0.4335
H -1.7202 1.2343 4.5670 0.0923 3.5228 3.0299
O -4.4133 3.7238 -2.9297 -0.2633 -0.2112 -0.5659
N 6.2295 -7.9861 -2.5156 -0.0203 -0.0552 -0.1563
H 1.4543 -1.0219 1.8457 -0.1467 0.0179 0.0051
H -2.7883 2.6376 -3.1821 -0.0050 -0.0817 -0.0606
Si 0.7305 2.0479 0.3922 -0.2602 0.0981 -0.6392
H -4.3674 3.6663 2.6078 -0.3271 -0.2101 -0.2556
C -1.9013 5.2854 4.2951 0.0891 -0.1386 -0.0795
H 2.8980 0.8491 2.0595 -0.1326 0.1901 -0.1425
F -2.3607 2.1122 -5.3393 0.1805 0.0657 0.0135
Li 5.2689 -0.9729 2.2429 0.4848 0.0982 0.8449
Br 7.1165 -5.6331 3.3766 0.2238 -0.5727 0.6204
H 0.4363 3.9023 3.2372 0.4877 0.0458 0.2328
C -3.1989 4.0333 -6.2943 0.3137 -0.0849 -0.0689
H -5.9584 -1.5309 -1.6976 -0.1521 -0.1572 0.6589
F -5.2012 5.2461 -1.5702 -0.0013 0.0497 0.1006
H -1.5669 2.8241 0.1901 -0.3824 0.4367 -0.0835
H 3.1455 -5.3565 -0.1980 0.0139 -0.0046 0.0014
H -0.4528 2.3878 5.0882 0.1119 0.1205 -0.1238
F -3.3266 3.3821 -7.4699 0.0061 -0.0594 0.0021
N -1.3035 -0.2777 0.3598 -0.3834 -0.7217 -1.1752
H -2.1297 6.2975 4.0043 -0.1677 0.3692 -0.0951
H -4.3937 4.7244 4.0087 -0.2801 0.3177 0.0325
H -6.2288 -1.3276 0.8351 -0.2144 -0.2383 -0.8121
C 7.2495 -10.5056 -3.1103 0.0168 -0.0407 -0.0117
H -2.2059 4.4902 -6.2533 -0.0045 -0.0056 0.0345
H 7.6467 -11.4856 -3.3405 0.0059 -0.0120 -0.0001
C -1.5618 3.0434 3.1819 0.6099 -0.4867 0.7595
H -0.8258 5.2119 4.3785 0.3638 0.1167 0.1387
H 4.5441 -8.9362 -1.8474 0.0038 -0.0460 0.0091
H 7.9913 -7.2172 -3.2188 0.0325 -0.0270 -0.0147
H -0.9980 2.3728 -1.3965 0.0252 0.1398 -0.4238
H 4.4092 -0.5204 0.1539 -0.2691 0.0355 -0.1548
H 3.1862 -4.2973 1.2243 -0.0108 0.0184 -0.0154
H -5.1329 0.0702 0.8531 0.1316 0.2250 -0.7767
C 7.4385 -8.1344 -3.0437 0.1277 0.0553 -0.0394
C -1.0130 2.0717 -0.3614 -0.1735 -1.4147 1.0798
H -0.9376 6.4328 6.3667 0.0943 0.0563 -0.0149
H -4.8155 -0.1411 -1.6966 0.0812 0.1447 0.6333
H -0.3406 3.9894 1.6776 0.0088 0.3258 -0.2878
O 0.6063 2.1633 2.0862 -0.7773 0.7945 -0.5696
O -1.3378 6.7506 7.1708 -0.0404 -0.0115 0.3317
C -0.1491 3.3466 2.5270 -0.9843 -0.9046 0.2842
F -4.1321 4.9967 -6.2528 -0.2475 0.1096 0.2744
H -7.0897 4.0561 -2.7760 0.0319 0.0145 0.0334
C -1.4532 2.3394 4.6623 -0.3808 -0.1197 -1.0145
C -5.2835 -0.9419 0.4139 0.8689 -0.6446 3.7525
C -6.5409 4.7699 -3.3938 -0.1246 -0.0333 0.1490
H -2.0214 -1.0462 0.3716 0.6037 0.6021 -0.2221
H 8.9844 -9.4253 -3.7899 0.0179 0.0157 0.0031
C -1.7913 0.7435 -0.2093 0.6457 0.1054 -0.7185
Cs -1.5134 0.4196 2.8347 0.8280 -7.4478 -1.7228
H -2.5197 4.3071 -3.5982 -0.1196 0.1881 -0.2059
H 6.0217 -4.8887 1.9891 0.2808 1.5096 -0.5214
Na 6.4894 -1.4022 -0.0641 0.7644 -0.5279 -0.3565
C 3.7463 -5.0480 0.6612 -0.1240 0.1166 -0.0488
F -4.5304 2.3512 -5.3082 -0.1072 0.0278 -0.0343
H -2.3782 4.7595 2.3053 -0.0240 0.1525 -0.3553
H -2.3246 5.1432 5.2776 -0.0781 -0.0957 0.3780
C -5.7838 -0.5151 -1.2927 -0.6804 0.6297 -3.3554
Na -1.1611 7.3353 9.0826 -0.0233 -0.0541 -0.2781
C -3.2343 3.4891 -3.6924 0.1981 0.1655 0.4278
```
Forces are in eV/Å.

LUMO level, eV: -2.86
Orbital gap, eV: 1.3